Entry 1:
Here is a cluster of 11 separate species, C28H57NO21 in total in a non-equilibrium geometry from the Open Molecules 2025 dataset. Energies are from ωB97M-V/def2-TZVPD.

Structure (XYZ):
```
107
Properties=species:S:1:pos:R:3:forces:R:3:lowdin_charge:R:1
C 3.687366 -29.943498 -5.183957 -1.926 0.930 -0.139 -0.16
O 3.512916 -30.986129 -6.125046 0.975 -0.318 -0.081 -0.11
H 4.603418 -29.356600 -5.116874 0.698 -0.892 -0.206 0.06
H 2.979948 -29.197369 -5.545825 -0.153 0.234 0.220 0.08
H 3.299341 -30.266927 -4.218070 0.384 0.125 0.265 0.08
H 3.778833 -31.805608 -5.701538 0.054 -0.086 -0.092 0.06
C 5.467955 -24.708192 -0.436204 -0.900 0.071 2.058 -0.16
O 6.052868 -25.183452 -1.553876 1.377 -0.618 -3.508 -0.13
H 6.183536 -24.093784 0.110199 -0.070 -0.236 0.167 0.10
H 4.596328 -24.096095 -0.667945 -0.256 -0.032 0.264 0.09
H 5.244157 -25.661834 0.041910 -0.707 0.759 1.556 0.10
H 5.426042 -25.783447 -1.964601 0.211 -0.044 -0.287 0.10
C 9.390291 -25.031260 -2.260969 0.174 -1.429 1.114 -0.16
O 8.245964 -24.786506 -2.950554 -1.606 1.149 -2.742 -0.15
H 9.689916 -24.139844 -1.709862 0.654 -0.296 0.133 0.09
H 9.079287 -25.873788 -1.643296 0.962 0.011 1.164 0.07
H 10.139412 -25.470657 -2.919627 0.387 0.626 -0.101 0.08
H 7.481094 -24.815363 -2.371127 -0.206 0.032 0.248 0.02
C 11.758854 -28.760373 -7.234128 -1.580 -0.710 -0.369 -0.16
O 12.009826 -28.089506 -6.050510 1.336 0.560 1.065 -0.10
H 12.074311 -28.317596 -8.178872 0.460 0.497 0.030 0.07
H 12.208106 -29.752134 -7.182478 -0.145 0.034 0.115 0.10
H 10.672234 -28.829035 -7.285499 -0.186 -0.674 -0.547 0.08
H 11.442997 -27.327419 -5.910723 -0.036 -0.118 -0.219 0.05
C 6.038066 -23.812034 -8.976664 -1.637 -0.248 0.382 -0.17
O 7.237278 -23.084624 -9.171652 -0.268 -0.788 0.017 -0.10
H 5.189335 -23.485156 -9.577424 0.161 0.576 -0.433 0.07
H 6.009481 -24.885435 -9.163984 1.367 -0.035 -0.375 0.07
H 5.629678 -23.785192 -7.966418 0.394 0.413 0.490 0.07
H 7.059731 -22.185804 -8.884941 0.004 0.077 -0.031 0.08
C 10.292626 -21.785921 -7.171891 0.901 0.487 0.572 -0.01
C 11.120462 -22.089174 -8.406066 0.037 -0.142 0.287 -0.32
C 10.523713 -21.509182 -9.654644 -1.665 -0.385 0.778 -0.16
O 11.601165 -21.196457 -10.411694 3.750 0.753 -2.596 0.05
C 12.756497 -21.060534 -9.694523 1.379 2.044 0.596 -0.41
O 13.832599 -20.536396 -10.087967 -4.592 -2.728 1.694 0.09
O 12.411238 -21.431147 -8.380975 1.364 0.741 -1.363 0.06
H 10.752155 -22.205051 -6.276762 -0.320 -0.691 -0.060 0.07
H 9.238052 -22.028596 -7.302648 0.154 -0.435 0.027 0.08
H 10.335212 -20.729022 -6.908729 -0.030 0.348 -0.557 0.09
H 11.381788 -23.140391 -8.527511 -0.586 -0.041 0.114 0.11
H 10.004283 -20.571562 -9.456809 -0.393 0.060 0.273 0.14
H 9.877644 -22.184021 -10.216144 -0.016 -0.103 0.232 0.14
C 13.985748 -25.241411 -9.156813 -0.535 0.704 -1.077 -0.01
C 13.242108 -25.689985 -7.930372 1.087 -0.566 0.092 -0.34
C 14.230663 -26.317128 -6.962725 -1.046 -0.082 -0.571 -0.07
O 13.798502 -25.774254 -5.705971 0.900 -1.118 0.922 0.08
C 13.072814 -24.677964 -5.876469 0.978 2.710 -0.279 -0.53
O 12.905326 -23.776873 -5.068487 -0.405 -2.366 -1.351 0.13
O 12.759690 -24.572110 -7.203020 -0.731 0.623 0.580 0.06
H 14.950161 -24.772519 -8.961486 -0.263 0.375 0.521 0.09
H 13.316315 -24.535319 -9.648121 0.270 0.116 -0.381 0.08
H 14.262855 -25.995132 -9.893843 -0.564 -0.509 0.209 0.10
H 12.414354 -26.375463 -8.112188 -0.057 0.282 -0.317 0.11
H 15.223691 -25.998869 -7.280059 0.194 0.034 0.875 0.13
H 14.118617 -27.398026 -7.047603 0.271 0.076 0.802 0.12
C 7.867750 -28.304270 -10.756615 -1.111 0.593 1.439 -0.01
C 9.233526 -28.119890 -10.091680 -2.114 -0.799 -0.782 -0.29
C 10.402027 -28.118929 -11.046826 -0.717 -2.215 0.341 -0.09
O 11.063218 -26.970898 -10.730101 4.172 0.862 -1.153 0.10
C 10.334479 -26.172954 -10.034512 1.452 6.091 -0.338 -0.62
O 10.559183 -24.945360 -9.892239 -0.469 -3.639 0.147 0.10
O 9.318255 -26.804681 -9.640463 -3.999 0.846 2.931 0.11
H 7.130656 -28.105519 -9.978615 0.018 -0.269 0.687 0.07
H 7.600350 -29.329397 -11.012967 0.498 0.191 -0.650 0.09
H 7.530601 -27.485355 -11.392074 0.794 -0.369 -1.055 0.10
H 9.179393 -28.758297 -9.209870 0.921 -0.313 -0.170 0.13
H 10.024626 -27.972652 -12.058887 0.336 -0.916 -0.231 0.15
H 11.021290 -28.971114 -10.766862 0.179 -0.154 -1.103 0.15
C 9.255449 -25.798938 -6.563745 0.040 1.888 0.840 0.03
C 8.263164 -26.309121 -5.516994 2.123 -1.510 -1.568 -0.27
C 6.904271 -25.723828 -5.465994 0.598 0.797 1.612 -0.10
O 6.136679 -26.548603 -6.306380 -2.039 0.708 -1.273 0.09
C 6.794437 -27.682502 -6.586062 -1.639 -0.881 -0.907 -0.62
O 6.427088 -28.667553 -7.183151 -0.786 1.030 0.152 0.13
O 7.939013 -27.591031 -6.068213 3.837 -1.965 1.578 0.08
H 9.695661 -24.868033 -6.206372 0.057 0.264 0.129 0.09
H 8.783981 -25.520292 -7.506175 -0.038 -0.416 -0.091 0.10
H 10.117366 -26.449363 -6.712516 -0.491 -0.304 -0.181 0.06
H 8.773263 -26.499896 -4.572795 -0.396 0.315 0.042 0.13
H 7.037734 -24.670193 -5.711222 -1.031 -0.002 -0.467 0.15
H 6.546491 -25.832301 -4.442114 -0.292 0.308 -0.077 0.12
C 6.478756 -33.362204 -6.711963 -1.118 -0.537 0.839 -0.03
C 6.825532 -32.965212 -8.115260 -1.414 0.291 0.680 -0.32
C 6.285060 -31.591361 -8.623965 1.608 -0.711 -0.463 -0.06
O 7.515942 -30.866376 -8.895795 2.075 -1.911 0.679 -0.02
C 8.662187 -31.740686 -8.660585 0.795 1.629 -1.214 -0.40
O 9.832411 -31.397368 -8.872823 -4.021 -1.049 0.863 0.10
O 8.242847 -32.977750 -8.256608 0.427 1.929 -0.844 0.09
H 6.509974 -34.451143 -6.675427 0.518 -0.001 0.484 0.09
H 5.433915 -33.160185 -6.476179 -0.298 0.176 -0.498 0.07
H 6.975982 -32.894500 -5.862191 0.674 -0.012 -0.425 0.09
H 6.362572 -33.729724 -8.739192 0.516 -0.093 -0.289 0.15
H 5.613842 -31.022472 -7.980588 0.375 -0.081 0.255 0.11
H 5.791008 -31.813753 -9.569774 -0.051 0.465 -0.103 0.13
C 8.126745 -28.663373 -1.237617 1.379 0.309 4.232 -0.30
O 8.413077 -28.604177 0.014668 -0.921 -0.238 -4.333 -0.05
N 8.659854 -29.496277 -2.142679 -0.090 -0.864 1.594 -0.20
C 8.113324 -29.481552 -3.459604 0.879 0.706 -1.318 -0.06
C 9.754341 -30.418473 -1.847469 -0.069 0.172 0.975 -0.03
H 7.441235 -27.938925 -1.703934 -0.234 -0.115 0.199 0.12
H 7.043599 -29.285178 -3.531930 0.070 0.131 0.330 0.09
H 8.306110 -30.388595 -4.032498 0.109 -0.131 0.341 0.10
H 8.697629 -28.686548 -3.922918 -0.524 0.001 -0.987 0.08
H 10.673456 -30.166909 -2.376680 -0.299 -0.255 -0.745 0.09
H 10.093750 -30.339040 -0.814718 -0.619 0.329 0.192 0.09
H 9.399622 -31.443991 -1.950377 0.330 -0.035 -0.478 0.09
```
Forces are in eV/Å.

Calculated values
Charge: 0
Orbital gap, eV: 9.3616
SMILES: C[C@H]1COC(=O)O1.C[C@H]1COC(=O)O1.C[C@H]1COC(=O)O1.C[C@H]1COC(=O)O1.C[C@H]1COC(=O)O1.CN(C)C=O.CO.CO.CO.CO.CO
LUMO level, eV: -0.2
Largest force on an atom, eV/A: 6.27
HOMO, eV: -9.5

Entry 2:
Here is a cluster of 10 separate species, C28H57NO29 in total in a non-equilibrium geometry from the Open Molecules 2025 dataset. Energies are from ωB97M-V/def2-TZVPD.

Structure (XYZ):
```
115
Properties=species:S:1:pos:R:3:forces:R:3:lowdin_charge:R:1
C 4.217188 0.780996 0.160727 0.482 2.160 0.678 -0.06
O 5.090368 0.760326 -0.954273 1.655 0.433 -2.387 -0.05
C 5.790768 1.883406 -1.373793 0.561 1.125 1.587 -0.43
O 5.732238 3.017576 -0.846403 0.158 -3.932 -2.143 0.09
O 6.687108 1.471616 -2.400933 -2.520 0.549 2.529 -0.04
C 7.657858 2.421346 -2.795093 0.693 0.011 -0.998 -0.08
H 3.681808 -0.153884 0.326447 0.243 0.107 -0.599 0.06
H 3.569238 1.649846 0.045117 -0.443 -0.278 0.185 0.08
H 4.838498 1.018196 1.024337 -0.190 -0.210 0.337 0.11
H 7.244908 3.282816 -3.319923 -0.251 0.156 0.505 0.10
H 8.237698 1.901466 -3.557733 -0.009 -0.161 0.039 0.09
H 8.373538 2.695306 -2.019953 -0.454 0.141 0.293 0.10
C -1.257312 1.632996 -3.596793 0.561 0.521 0.523 -0.06
O -2.084832 1.126966 -4.603653 -0.107 -1.662 -2.852 -0.05
C -1.541492 0.790916 -5.860503 0.611 0.909 0.119 -0.46
O -0.389082 0.989456 -6.246993 -2.830 -0.645 1.216 0.12
O -2.572312 0.282286 -6.605803 -0.148 0.821 1.875 -0.03
C -2.258922 -0.174014 -7.903193 1.711 -0.820 -0.042 -0.06
H -1.790002 1.640686 -2.645853 -0.570 0.165 -0.321 0.06
H -1.014632 2.656496 -3.882533 0.640 -0.091 0.342 0.11
H -0.418292 0.982596 -3.349563 0.328 0.277 -0.695 0.07
H -3.068712 -0.603504 -8.493003 -0.720 1.009 0.513 0.10
H -1.659872 -1.069524 -7.737973 0.721 0.123 -0.365 0.09
H -1.679272 0.610116 -8.390263 -0.147 -0.343 -0.445 0.10
C 1.841838 -0.565334 -2.116973 -0.112 0.785 0.735 -0.01
O 1.914318 -1.986604 -1.998253 -0.275 0.227 -0.627 -0.01
C 2.521048 -2.628314 -2.979113 2.631 0.624 -3.623 -0.53
O 2.906328 -2.153314 -4.103013 -1.952 -2.046 4.486 0.07
O 2.798418 -3.863884 -2.498283 -0.384 1.388 0.237 -0.04
C 3.104858 -4.921984 -3.392543 0.257 0.169 0.159 -0.03
H 2.768898 -0.138734 -2.499933 0.045 -0.178 0.179 0.11
H 1.630908 -0.277704 -1.086983 0.354 0.308 -0.104 0.07
H 1.019768 -0.142974 -2.694833 -0.033 -0.812 -0.376 0.07
H 4.170888 -5.016844 -3.599143 0.059 0.550 -0.207 0.09
H 2.532328 -4.706784 -4.294763 0.098 -0.875 -0.103 0.10
H 2.882758 -5.794944 -2.778773 -0.583 -0.221 -0.687 0.10
C -4.043902 -2.766704 -6.190193 0.558 0.288 0.770 -0.05
O -5.110302 -1.890764 -5.814213 -0.996 1.338 0.954 -0.02
C -5.212812 -1.078314 -4.695293 1.692 -1.375 1.250 -0.49
O -6.094012 -0.299614 -4.477223 0.581 -0.545 -0.841 0.15
O -4.204552 -1.379904 -3.755783 -0.988 -0.298 -1.331 -0.05
C -4.001192 -0.489494 -2.638843 0.325 0.905 -1.019 -0.04
H -4.359732 -3.307954 -7.082043 -0.229 0.218 0.136 0.10
H -3.787422 -3.480674 -5.407523 -0.220 0.028 0.099 0.09
H -3.140162 -2.198864 -6.411383 -0.089 0.062 0.001 0.06
H -3.283312 -0.927254 -1.945223 -0.440 -0.476 -0.054 0.09
H -4.915182 -0.128784 -2.167023 -0.063 -0.449 -0.038 0.10
H -3.479842 0.366416 -3.067453 -0.277 0.177 0.221 0.06
C -1.651982 0.397406 5.069187 -1.743 1.187 -0.202 -0.05
O -0.807122 -0.151154 6.003137 2.811 -1.079 1.188 -0.02
C -1.092172 -0.394494 7.281017 -4.301 -0.380 0.608 -0.60
O -2.229592 -0.462764 7.767307 1.791 0.617 -1.123 0.09
O -0.021602 -0.673674 7.948097 2.871 0.153 -0.036 0.00
C 0.032458 -0.703404 9.379877 -0.751 0.276 0.066 -0.01
H -2.539442 -0.218934 4.925547 -0.011 0.030 -0.165 0.10
H -1.125712 0.586176 4.133497 0.152 -0.438 0.204 0.07
H -1.945402 1.380896 5.436277 -0.387 0.080 -0.134 0.11
H -0.617112 -1.511204 9.716977 0.165 0.170 0.300 0.10
H -0.261682 0.260626 9.794887 -0.548 -0.065 -0.152 0.10
H 1.063618 -0.798364 9.720157 -0.005 -0.547 -0.618 0.09
C -0.307192 -3.632894 0.346697 0.625 -0.075 -1.210 -0.03
O -0.689872 -3.222814 1.647197 1.217 1.300 -0.455 0.01
C -1.614652 -3.853294 2.300737 -1.568 -1.941 0.823 -0.64
O -2.121112 -4.896514 1.971897 -0.189 0.057 -0.139 0.13
O -1.881972 -3.205584 3.431757 0.397 1.116 0.409 -0.02
C -2.930672 -3.620784 4.317577 -0.334 -0.393 -0.404 -0.02
H -0.253432 -4.699444 0.128307 -0.258 -0.115 0.773 0.10
H 0.688068 -3.226554 0.166577 0.009 0.049 0.270 0.08
H -0.931092 -3.205254 -0.438143 -0.417 0.170 0.297 0.10
H -2.855852 -4.685194 4.540147 0.098 0.094 0.045 0.10
H -3.910292 -3.429014 3.879797 0.068 -0.069 -0.265 0.10
H -2.880562 -3.011534 5.220027 0.444 -0.093 -0.133 0.09
C 4.095298 -2.922234 1.048567 0.572 -0.437 -0.343 -0.01
O 3.770878 -3.160594 2.427407 0.520 -0.849 -0.795 0.03
C 2.856128 -2.414794 2.986677 0.127 -0.535 1.955 -0.57
O 2.403348 -1.397234 2.536857 -0.565 0.103 0.111 0.12
O 2.601918 -2.984754 4.235137 0.341 0.882 -2.506 -0.01
C 1.614538 -2.287904 4.969577 -0.557 -0.264 0.470 -0.06
H 4.508018 -1.928524 0.874437 -0.324 -0.036 0.163 0.08
H 3.289508 -3.180114 0.361317 -0.414 0.458 0.280 0.09
H 4.870228 -3.641814 0.784417 0.123 0.039 0.417 0.10
H 1.993838 -1.306954 5.255897 -0.299 -0.038 0.163 0.09
H 1.400528 -2.938564 5.817477 0.263 0.350 0.246 0.10
H 0.668238 -2.228404 4.431927 0.124 0.320 -0.275 0.08
C 2.380888 2.014816 4.517647 -0.746 0.119 1.179 -0.03
O 1.307198 2.793636 3.956537 1.084 -0.248 -1.885 -0.01
C 1.485848 3.139476 2.644657 -0.239 0.444 -0.656 -0.57
O 2.380588 2.860236 1.858667 -0.943 -0.254 1.603 0.10
O 0.436978 3.897456 2.336287 -0.562 -0.188 1.109 -0.01
C 0.127658 4.205576 0.990557 0.517 0.313 -0.490 -0.03
H 1.932828 1.689516 5.456537 0.182 -0.070 0.123 0.09
H 3.208678 2.677236 4.770737 0.226 -0.281 -0.400 0.10
H 2.633208 1.102606 3.976987 0.127 0.416 -0.481 0.08
H -0.863372 4.654506 0.924107 0.033 -0.299 0.387 0.08
H 0.161418 3.294456 0.393217 0.102 0.181 -0.204 0.08
H 0.843008 4.951556 0.644317 0.110 -0.221 -0.332 0.10
C -4.557962 2.913656 -0.136423 0.064 -0.207 0.441 -0.04
O -4.737202 3.920226 -1.098823 -0.518 1.728 -1.582 -0.01
C -3.808712 4.869756 -1.273783 2.170 -0.800 0.716 -0.53
O -2.778222 4.933216 -0.586103 -2.077 0.445 -1.660 0.08
O -4.124922 5.608826 -2.369393 -0.579 -0.687 1.039 -0.01
C -3.160382 6.459146 -2.974203 0.790 -0.093 -0.155 -0.05
H -3.675922 2.327446 -0.394213 0.085 0.078 0.463 0.07
H -5.443952 2.282246 -0.203003 0.052 0.081 -0.086 0.10
H -4.537372 3.370366 0.853077 0.418 -0.276 0.074 0.10
H -2.187802 5.967646 -2.949323 0.096 0.210 0.195 0.09
H -3.106992 7.459116 -2.543733 -0.069 -0.213 0.417 0.10
H -3.416902 6.594216 -4.024943 -0.385 -0.278 0.134 0.09
C 0.017358 0.185786 1.205307 0.656 -0.952 0.951 0.04
N -1.160222 0.979156 0.860157 -1.209 -0.063 -0.714 -0.39
O -1.626252 0.832486 -0.286863 0.659 0.519 1.540 0.03
O -1.658142 1.649406 1.749737 0.174 -0.209 -0.956 0.09
H -0.112542 -0.809474 0.780247 0.181 0.269 -0.189 0.09
H 0.041528 0.078236 2.289717 -0.098 0.076 -0.122 0.09
H 0.965238 0.651996 0.936477 -0.283 0.209 -0.408 0.09
```
Forces are in eV/Å.

Calculated values
Charge: 0
Orbital gap, eV: 10.3924
SMILES: C[N+](=O)[O-].COC(=O)OC.COC(=O)OC.COC(=O)OC.COC(=O)OC.COC(=O)OC.COC(=O)OC.COC(=O)OC.COC(=O)OC.COC(=O)OC
LUMO level, eV: -0.4
Largest force on an atom, eV/A: 5.30
HOMO, eV: -10.8